The following is a DFT calculation (the ωB97M-V functional and the def2-TZVPD basis) of a 12-piece molecular cluster, C36H88N6O9 overall at a distorted geometry.

The LUMO energy comes out at -9.47 eV. Its HOMO energy is -10.16 eV. The total charge is +4. The gap between HOMO and LUMO comes out at 0.694 eV.

Each atom is followed by the atoms it is bonded to, with distances in Å.
Cartesian coordinates (Å):
1 C -4.15271 4.76181 2.64254  O2 1.458, H12 1.090, H13 1.083, H14 1.114
2 O -5.29074 4.79132 1.73211  C1 1.458, C3 1.407
3 C -6.05104 5.97488 1.74250  O2 1.407, C4 1.535, H15 1.081, H16 1.146
4 C -7.29085 5.74486 0.86720  C3 1.535, N5 1.477, H17 1.074, H18 1.085
5 N -8.14616 4.66756 1.40476  C4 1.477, H6 1.014, H7 1.039, C8 1.551
6 H -8.58362 4.11132 0.67862  N5 1.014
7 H -7.59801 3.97270 1.94834  N5 1.039
8 C -9.29158 4.98462 2.40122  N5 1.551, C9 1.498, H19 1.113, H20 1.066
9 C -9.90027 3.70931 2.89862  C8 1.498, O10 1.341, H21 1.116, H22 1.071
10 O -9.97737 2.87039 1.85496  C9 1.341, C11 1.479
11 C -11.03249 1.83932 1.95457  O10 1.479, H23 1.116, H24 1.083, H25 1.098
12 H -3.56872 3.87475 2.39702  C1 1.090
13 H -4.49467 4.74843 3.66986  C1 1.083
14 H -3.50954 5.67162 2.63456  C1 1.114
15 H -5.43958 6.78298 1.36537  C3 1.081
16 H -6.34420 6.22585 2.82177  C3 1.146
17 H -7.06805 5.52941 -0.16094  C4 1.074
18 H -7.94562 6.60873 0.90146  C4 1.085
19 H -10.03027 5.58899 1.82805  C8 1.113
20 H -8.79962 5.54366 3.16356  C8 1.066
21 H -10.86189 4.05543 3.34746  C9 1.116
22 H -9.18428 3.36706 3.61789  C9 1.071
23 H -11.65956 1.87669 2.87758  C11 1.116
24 H -10.50372 0.89443 1.97594  C11 1.083
25 H -11.63838 1.86445 1.03891  C11 1.098
26 C -2.46508 3.55052 -6.99301  O27 1.456, H37 1.062, H38 1.126, H39 1.093
27 O -1.90759 2.25275 -7.34443  C26 1.456, C28 1.401
28 C -2.51719 1.62125 -8.43697  O27 1.401, C29 1.499, H40 1.115, H41 1.098
29 C -2.04561 0.20204 -8.33768  C28 1.499, N30 1.586, H42 1.084, H43 1.084
30 N -0.50019 0.12932 -7.98787  C29 1.586, H31 1.022, H32 1.021, C33 1.552
31 H -0.42950 0.48954 -7.03441  N30 1.022
32 H -0.26958 -0.85116 -7.81945  N30 1.021
33 C 0.46253 0.93201 -8.90368  N30 1.552, C34 1.554, H44 1.074, H45 1.102
34 C 0.83484 2.31522 -8.30183  C33 1.554, O35 1.397, H46 1.103, H47 1.150
35 O 1.15953 2.07528 -6.96402  C34 1.397, C36 1.423
36 C 1.52720 3.31165 -6.36342  O35 1.423, H48 1.092, H49 1.093, H50 1.090
37 H -1.89386 3.91665 -6.17612  C26 1.062
38 H -3.57456 3.43963 -6.83341  C26 1.126
39 H -2.28513 4.22974 -7.82969  C26 1.093
40 H -2.19875 2.08468 -9.39940  C28 1.115
41 H -3.60876 1.69502 -8.52851  C28 1.098
42 H -2.17523 -0.50068 -9.15260  C29 1.084
43 H -2.49438 -0.20482 -7.43877  C29 1.084
44 H 0.08811 1.06239 -9.90135  C33 1.074
45 H 1.36009 0.31651 -9.07502  C33 1.102
46 H -0.03841 2.98419 -8.38117  C34 1.103
47 H 1.71992 2.82441 -8.83185  C34 1.150
48 H 0.66566 3.97991 -6.31283  C36 1.092
49 H 2.34489 3.83309 -6.86713  C36 1.093
50 H 1.86458 3.13648 -5.34187  C36 1.090
51 C -2.08522 -7.50781 -3.36267  O52 1.464, H62 1.135, H63 1.107, H64 1.073
52 O -0.67748 -7.10802 -3.33181  C51 1.464, C53 1.264
53 C -0.08483 -7.15970 -2.21664  O52 1.264, C54 1.466, H65 1.169
54 C 1.19903 -6.48816 -1.99562  C53 1.466, N55 1.451, H67 1.085, H68 1.089
55 N 1.60944 -5.82565 -3.21969  C54 1.451, H56 1.061, C58 1.465
56 H 1.55514 -6.38319 -4.12119  N55 1.061
57 H 0.11619 -4.57011 -3.26866  O137 1.155
58 C 2.93397 -5.22294 -3.04726  N55 1.465, C59 1.483, H69 1.084, H70 1.065
59 C 3.95412 -6.29888 -3.08614  C58 1.483, O60 1.453, H71 1.067, H72 1.069
60 O 3.81775 -7.31749 -2.05858  C59 1.453, C61 1.405
61 C 4.65883 -8.40757 -2.33718  O60 1.405, H73 1.134, H74 1.070, H75 1.068
62 H -2.17847 -8.49554 -2.81164  C51 1.135
63 H -2.35501 -7.67678 -4.42256  C51 1.107
64 H -2.70505 -6.68348 -3.06779  C51 1.073
65 H -0.55165 -7.76596 -1.33303  C53 1.169
66 H -5.18155 -9.25129 -3.16965  no bonds
67 H 1.76459 -7.29638 -1.54474  C54 1.085
68 H 0.96253 -5.83225 -1.15864  C54 1.089
69 H 2.94462 -4.59451 -2.16417  C58 1.084
70 H 3.17717 -4.57896 -3.86031  C58 1.065
71 H 4.94267 -5.90125 -3.03304  C59 1.067
72 H 3.74954 -6.78460 -4.01609  C59 1.069
73 H 4.53082 -8.80796 -3.39021  C61 1.134
74 H 4.53546 -9.16235 -1.58879  C61 1.070
75 H 5.60160 -7.91221 -2.41194  C61 1.068
76 C 5.04492 6.17712 1.27740  C77 1.385, H86 1.120, H87 1.265, H88 1.102
77 C 5.94338 5.14756 1.05154  C76 1.385, C78 1.495, H90 1.034
78 C 7.39743 5.00951 1.37165  C77 1.495, C79 1.675, H91 1.143, H92 1.098
79 C 7.98810 4.09832 0.09693  C78 1.675, N80 1.501, H93 1.131, H94 1.058
80 N 9.47701 4.10645 -0.09495  C79 1.501, C81 1.490, C84 1.516, C85 1.517
81 C 9.89967 3.53075 -1.40252  N80 1.490, C82 1.511, H95 1.088, H96 1.113
82 C 11.36833 3.24642 -1.18708  C81 1.511, C83 1.530, H97 1.028, H98 1.051
83 C 11.62283 3.22390 0.32132  C82 1.530, C84 1.436, H99 1.074, H100 1.078
84 C 10.28878 3.24329 0.85119  N80 1.516, C83 1.436, H101 1.065, H102 1.075
85 C 10.06635 5.50363 -0.05204  N80 1.517, H103 1.091, H104 1.089, H105 1.113
86 H 5.44165 6.87414 2.05917  C76 1.120
87 H 4.44747 5.24561 1.89068  C76 1.265
88 H 4.28722 6.52234 0.55482  C76 1.102
89 H -2.00649 2.83112 -3.23908  no bonds
90 H 5.62351 4.53050 0.28593  C77 1.034
91 H 7.47861 4.55399 2.41699  C78 1.143
92 H 7.90080 5.98527 1.34129  C78 1.098
93 H 7.52619 4.39159 -0.89256  C79 1.131
94 H 7.79813 3.07524 0.28874  C79 1.058
95 H 9.58578 4.25354 -2.15278  C81 1.088
96 H 9.30503 2.60042 -1.53924  C81 1.113
97 H 11.95676 3.68977 -1.90408  C82 1.028
98 H 11.71976 2.31328 -1.51878  C82 1.051
99 H 12.24177 3.93518 0.83570  C83 1.074
100 H 12.21947 2.45767 0.78954  C83 1.078
101 H 10.30576 3.69295 1.81607  C84 1.065
102 H 9.84693 2.26369 0.89343  C84 1.075
103 H 9.42092 6.21248 -0.57318  C85 1.091
104 H 10.97302 5.49990 -0.65495  C85 1.089
105 H 10.36648 5.69013 1.00286  C85 1.113
106 C -5.95749 -5.69917 5.95777  C107 1.321, H117 1.148
107 C -5.35445 -5.29412 7.06161  C106 1.321, C108 1.446, H120 1.078
108 C -4.38225 -4.23245 7.19742  C107 1.446, C109 1.482, H122 1.197
109 C -3.21982 -4.49832 8.07761  C108 1.482, N110 1.719, H123 1.133, H124 1.026
110 N -1.85177 -3.47676 7.88201  C109 1.719, C111 1.601, C114 1.577, C115 1.538
111 C -2.06159 -1.89755 7.71980  N110 1.601, C112 1.533, H125 1.064, H126 1.085
112 C -0.74513 -1.25699 8.17434  C111 1.533, C113 1.566, H127 1.092, H128 1.090
113 C 0.03210 -2.34981 8.98375  C112 1.566, C114 1.523, H129 1.056, H130 1.087
114 C -0.84419 -3.59103 9.08952  N110 1.577, C113 1.523, H131 1.110, H132 1.057
115 C -0.99391 -4.13073 6.78637  N110 1.538, H133 1.094, H134 1.089, H135 1.090
116 H -6.00358 -4.78811 4.82895  no bonds
117 H -6.90033 -6.33183 5.78520  C106 1.148
118 H -5.61041 -6.40193 0.43871  no bonds
119 H 5.13016 -8.81307 9.58424  no bonds
120 H -4.96093 -5.94086 7.82964  C107 1.078
121 H -10.06717 8.47568 8.34568  no bonds
122 H -4.45628 -3.48962 6.26154  C108 1.197
123 H -2.88138 -5.57894 8.05030  C109 1.133
124 H -3.53491 -4.09347 8.96598  C109 1.026
125 H -2.29848 -1.67858 6.70590  C111 1.064
126 H -2.85173 -1.61515 8.40706  C111 1.085
127 H -0.19242 -1.01068 7.26588  C112 1.092
128 H -0.93288 -0.33057 8.71770  C112 1.090
129 H 0.92757 -2.58695 8.47575  C113 1.056
130 H 0.09804 -1.99720 10.00956  C113 1.087
131 H -0.39950 -4.60811 9.09313  C114 1.110
132 H -1.43863 -3.43695 9.95028  C114 1.057
133 H -0.50263 -3.33719 6.21606  C115 1.094
134 H -1.62972 -4.65571 6.07551  C115 1.089
135 H -0.32720 -4.92607 7.11911  C115 1.090
136 N -0.66596 -3.04387 -3.99779  O137 1.236, O138 1.343, O139 1.283
137 O 0.34612 -3.75183 -4.05027  H57 1.155, N136 1.236
138 O -1.60412 -3.20959 -3.05153  N136 1.343
139 O -0.89546 -2.18141 -4.92016  N136 1.283

These are the Löwdin partial charges, in e, on atoms 1 to 4: -0.061 -0.208 -0.206 -0.082